Entry 1:
This record from OMol25 describes a cluster of 2 separate species, C4H11N2O in total at a distorted geometry. The level of theory is wB97M-V/def2-TZVPD.

Each atom is followed by the atoms it is bonded to, with distances in Å.
Element x y z (Å)
1 C -1.09 -0.44 0.05  N3 1.484, H4 1.073, H5 1.099, H6 1.099
2 C -2.67 -2.31 -0.18  N3 1.284, H7 1.076, H8 1.102
3 N -2.32 -1.20 0.37  C1 1.484, C2 1.284, H9 1.020
4 H -0.35 -0.64 0.80  C1 1.073
5 H -1.41 0.62 0.04  C1 1.099
6 H -0.77 -0.74 -0.95  C1 1.099
7 H -2.06 -2.73 -0.96  C2 1.076
8 H -3.59 -2.79 0.18  C2 1.102
9 H -2.87 -0.84 1.15  N3 1.020
10 C 2.22 1.83 -1.24  N11 1.359, O13 1.240, H14 1.111
11 N 1.66 0.88 -0.44  C10 1.359, C12 1.467, H15 0.981
12 C 1.72 0.95 1.02  N11 1.467, H16 1.100, H17 1.105, H18 1.088
13 O 2.76 2.89 -0.87  C10 1.240
14 H 2.16 1.58 -2.32  C10 1.111
15 H 1.36 0.06 -0.87  N11 0.981
16 H 2.49 1.68 1.30  C12 1.100
17 H 2.01 -0.03 1.46  C12 1.105
18 H 0.77 1.25 1.46  C12 1.088

As for the net charge: +1. Its HOMO energy is -12.6 eV. The HOMO-LUMO gap is 6.87 eV. Its spin multiplicity is 1. The value obtained for the relative energy (zero: lowest compared OMol25 entry of this formula, charge and spin) is 62.2 kcal/mol.


Entry 2:
This record from OMol25 describes a cluster of 2 separate species, C2H5NO4 in total. The level of theory is wB97M-V/def2-TZVPD.

Each atom is followed by the atoms it is bonded to, with distances in Å.
Element x y z (Å)
1 N -0.74 1.88 -0.52  C2 1.367, H5 1.007, H6 1.005
2 C -0.04 0.89 -1.14  N1 1.367, O3 1.197, O4 1.372
3 O -0.49 -0.15 -1.53  C2 1.197
4 O 1.30 1.19 -1.24  C2 1.372, H7 0.970
5 H -1.74 1.74 -0.44  N1 1.007
6 H -0.43 2.83 -0.63  N1 1.005
7 H 1.61 1.48 -0.37  O4 0.970
8 O 0.63 -1.23 2.46  C9 1.190
9 C 0.29 -1.65 1.40  O8 1.190, O10 1.348, H11 1.099
10 O -0.32 -2.84 1.26  C9 1.348, H12 0.968
11 H 0.45 -1.15 0.43  C9 1.099
12 H -0.51 -2.98 0.32  O10 0.968

As for the SMILES: NC(=O)O.O=CO. Its HOMO energy is -10.6 eV. The HOMO-LUMO gap is 11.02 eV. Its spin multiplicity is 1. The value obtained for the relative energy (zero: lowest compared OMol25 entry of this formula, charge and spin) is 24.2 kcal/mol.


Entry 3:
This record from OMol25 describes a cluster of 6 separate species, C18H27F3O18 in total at a distorted geometry. The level of theory is wB97M-V/def2-TZVPD.

Each atom is followed by the atoms it is bonded to, with distances in Å.
Element x y z (Å)
1 O 2.98 1.54 -1.53  C2 1.249
2 C 2.08 2.27 -2.00  O1 1.249, O3 1.362, O7 1.293
3 O 1.13 1.86 -2.88  C2 1.362, C4 1.347
4 C 0.29 2.88 -3.17  O3 1.347, C5 1.550, H8 1.090, H9 1.090
5 C 1.32 4.03 -2.99  C4 1.550, F6 1.321, O7 1.438, H10 1.090
6 F 0.75 5.19 -2.74  C5 1.321
7 O 2.27 3.55 -2.02  C2 1.293, C5 1.438
8 H -0.11 2.97 -4.18  C4 1.090
9 H -0.60 2.93 -2.56  C4 1.090
10 H 1.84 4.14 -3.93  C5 1.090
11 O 1.25 -1.67 1.49  C12 1.183
12 C 0.65 -1.66 0.47  O11 1.183, O13 1.369, O17 1.332
13 O 1.11 -1.48 -0.81  C12 1.369, C14 1.411
14 C 0.01 -1.56 -1.69  O13 1.411, C15 1.549, H18 1.090, H19 1.090
15 C -1.19 -1.21 -0.78  C14 1.549, F16 1.369, O17 1.422, H20 1.090
16 F -2.29 -1.93 -1.16  C15 1.369
17 O -0.67 -1.78 0.42  C12 1.332, C15 1.422
18 H 0.07 -0.83 -2.50  C14 1.090
19 H 0.00 -2.56 -2.12  C14 1.090
20 H -1.42 -0.16 -0.58  C15 1.090
21 O -3.01 -1.61 6.15  C22 1.210
22 C -2.01 -1.45 5.49  O21 1.210, O23 1.326, O27 1.321
23 O -1.94 -0.85 4.31  C22 1.326, C24 1.450
24 C -0.61 -1.09 3.79  O23 1.450, C25 1.551, H28 1.090, H29 1.090
25 C 0.19 -1.64 5.00  C24 1.551, F26 1.346, O27 1.375, H30 1.090
26 F 0.98 -0.77 5.65  C25 1.346
27 O -0.85 -2.00 5.82  C22 1.321, C25 1.375
28 H -0.76 -1.71 2.91  C24 1.090
29 H -0.22 -0.15 3.40  C24 1.090
30 H 0.83 -2.49 4.77  C25 1.090
31 C -1.28 -4.54 -3.92  O32 1.382, H37 1.090, H38 1.090, H39 1.090
32 O -2.40 -3.78 -3.62  C31 1.382, C33 1.339
33 C -3.53 -3.92 -4.33  O32 1.339, O34 1.226, O35 1.323
34 O -3.59 -4.73 -5.24  C33 1.226
35 O -4.45 -3.07 -3.90  C33 1.323, C36 1.443
36 C -5.71 -2.89 -4.58  O35 1.443, H40 1.090, H41 1.090, H42 1.090
37 H -0.51 -4.29 -4.64  C31 1.090
38 H -1.59 -5.54 -4.23  C31 1.090
39 H -0.75 -4.82 -3.01  C31 1.090
40 H -5.79 -3.37 -5.56  C36 1.090
41 H -5.77 -1.80 -4.62  C36 1.090
42 H -6.54 -3.28 -4.00  C36 1.090
43 C 4.32 -0.72 0.66  O44 1.414, H49 1.090, H50 1.090, H51 1.090
44 O 4.96 -0.42 1.88  C43 1.414, C45 1.269
45 C 4.42 0.42 2.65  O44 1.269, O46 1.233, O47 1.392
46 O 3.50 1.21 2.41  C45 1.233
47 O 5.03 0.33 3.90  C45 1.392, C48 1.399
48 C 4.18 0.65 4.96  O47 1.399, H52 1.090, H53 1.090, H54 1.090
49 H 5.02 -0.30 -0.06  C43 1.090
50 H 3.31 -0.34 0.52  C43 1.090
51 H 4.37 -1.81 0.69  C43 1.090
52 H 3.92 1.71 5.01  C48 1.090
53 H 4.80 0.48 5.84  C48 1.090
54 H 3.37 -0.05 5.17  C48 1.090
55 C -2.79 4.23 -0.90  O56 1.458, H61 1.090, H62 1.090, H63 1.090
56 O -1.74 4.44 0.09  C55 1.458, C57 1.335
57 C -1.02 3.40 0.52  O56 1.335, O58 1.245, O59 1.320
58 O -1.22 2.20 0.25  C57 1.245
59 O -0.08 3.87 1.31  C57 1.320, C60 1.439
60 C 0.95 3.04 1.89  O59 1.439, H64 1.090, H65 1.090, H66 1.090
61 H -3.07 5.21 -1.27  C55 1.090
62 H -3.61 3.75 -0.37  C55 1.090
63 H -2.43 3.59 -1.71  C55 1.090
64 H 1.67 2.68 1.15  C60 1.090
65 H 0.45 2.19 2.36  C60 1.090
66 H 1.58 3.50 2.65  C60 1.090

As for the SMILES: O=C1OC[C@@H](F)O1.O=C1OC[C@@H](F)O1.O=C1OC[C@@H](F)O1.COC(=O)OC.COC(=O)OC.COC(=O)OC. Its HOMO energy is -10.6 eV. The HOMO-LUMO gap is 10.67 eV. Its spin multiplicity is 1. The value obtained for the relative energy (zero: lowest compared OMol25 entry of this formula, charge and spin) is 73.6 kcal/mol.